[1]
Here is 2 unconnected molecules or ions with the total composition C5H10Se in a non-equilibrium geometry from the OMol25 dataset. Energies are from ωB97M-V/def2-TZVPD.

Calculated values
Energy relative to the best compared isomer or geometry (same formula, charge and spin) = 316.1 kJ/mol
Strongest force on any atom = 4.57 eV Å⁻¹
Highest occupied orbital energy = -8.080 eV

The geometry in ORCA input format:
```
! wB97M-V def2-TZVPD RIJCOSX def2/J DEFGRID3
* xyz 0 1
C 0.880 -1.227 -0.527
C -0.353 -1.758 -0.267
C -1.560 -2.190 -1.142
C 0.297 2.759 2.452
C -0.925 2.484 -0.155
Se -0.343 1.360 1.085
H 1.527 -1.215 0.376
H 1.289 -0.833 -1.535
H -1.694 -3.209 -1.129
H -1.408 -1.960 -2.146
H -2.487 -1.668 -0.691
H -0.029 2.547 3.422
H 1.338 2.776 2.377
H 0.074 3.846 1.977
H -1.384 2.111 -1.072
H -0.645 -1.951 0.707
*
```


[2]
Here is C5H10Si in the gas phase in a non-equilibrium geometry from the OMol25 dataset. Energies are from ωB97M-V/def2-TZVPD.

Calculated values
Energy relative to the best compared isomer or geometry (same formula, charge and spin) = 391.8 kJ/mol
Strongest force on any atom = 3.40 eV Å⁻¹
Highest occupied orbital energy (spin up / spin down) = -7.994 / -7.996 eV

The geometry in ORCA input format:
```
! wB97M-V def2-TZVPD RIJCOSX def2/J DEFGRID3
* xyz 0 1
C 1.580 0.291 0.111
C 2.722 0.790 -0.198
C -0.824 1.442 -0.037
C -1.679 0.268 0.211
C -1.075 -1.061 -0.336
Si 0.761 -1.346 0.150
H 3.512 0.036 -0.219
H 2.857 1.803 -0.334
H -0.642 2.152 0.721
H -0.700 1.836 -0.962
H -1.748 0.057 1.286
H -2.664 0.373 -0.264
H -1.663 -1.821 -0.018
H -1.227 -0.989 -1.372
H 1.449 -2.032 -0.954
H 1.073 -2.204 1.433
*
```


[3]
Here is a molecular structure, C5H11AlClF3Tl in a non-equilibrium geometry from the OMol25 dataset. Energies are from ωB97M-V/def2-TZVPD.

Calculated values
Strongest force on any atom = 2.36 eV Å⁻¹
Highest occupied orbital energy = -4.689 eV

The geometry in ORCA input format:
```
! wB97M-V def2-TZVPD RIJCOSX def2/J DEFGRID3
* xyz -1 1
Al -0.765 0.224 1.558
Cl -0.308 -1.434 2.850
C -0.430 1.836 2.634
H -1.365 2.371 2.849
H 0.248 2.529 2.114
H 0.033 1.551 3.590
Tl 1.116 -0.349 -1.832
C 0.290 -2.233 -2.469
C 3.245 -0.085 -1.701
C -0.136 0.758 -0.337
H 3.465 0.958 -1.971
H 3.549 -0.304 -0.668
H 3.698 -0.792 -2.411
H -0.514 -2.015 -3.187
H 1.115 -2.789 -2.938
H -0.095 -2.757 -1.582
H 0.433 1.715 -0.266
H -1.011 0.991 -0.988
F -3.386 1.112 0.695
C -2.755 0.018 1.240
F -3.411 -0.258 2.421
F -3.015 -1.048 0.399
*
```


[4]
Here is a molecular structure, C5H11BN2O2 in a non-equilibrium geometry from the OMol25 dataset. Energies are from ωB97M-V/def2-TZVPD.

Calculated values
Energy relative to the best compared isomer or geometry (same formula, charge and spin) = 151.8 kJ/mol
Strongest force on any atom = 6.16 eV Å⁻¹
Highest occupied orbital energy = -8.531 eV

The geometry in ORCA input format:
```
! wB97M-V def2-TZVPD RIJCOSX def2/J DEFGRID3
* xyz 0 1
B 0.308 0.139 1.031
C 2.020 0.548 -0.712
C -0.139 -0.091 -1.577
C -1.044 0.554 -0.477
C -2.276 -0.211 -0.084
C 2.717 0.051 1.566
N 1.093 0.556 -1.728
N 1.622 0.145 0.544
O 3.158 0.878 -0.948
O -0.151 -0.079 2.269
H -0.027 -1.076 -1.264
H -0.591 -0.109 -2.503
H -1.104 1.577 -0.507
H -2.451 -0.311 0.942
H -2.123 -1.206 -0.353
H -3.126 0.157 -0.454
H 3.367 -0.818 1.240
H 3.234 1.120 1.525
H 2.456 -0.328 2.541
H 1.195 1.226 -2.496
H -0.991 -0.536 2.424
*
```


> Which value of strongest force on any atom does entry 2 give?

3.40 eV Å⁻¹